14
Properties=species:S:1:pos:R:3:nbo_charge:R:1 method="wB97M-V/def2-TZVPD" charge=0 de_lowest_kj_mol=380.3 fmax_ha_per_bohr=0.017 homo_ev=-10.29 spin_multiplicity=1 orbital_gap_ev=9.96 total_energy_ha=-270.4131
C -0.562 1.146 -0.579 -0.62
C -0.122 -0.093 0.207 0.25
C 0.082 -1.291 -0.715 -0.61
O -1.129 -0.479 1.128 -0.71
C 2.411 0.450 0.546 0.23
C 1.193 0.216 0.941 -0.63
H -0.651 2.017 0.080 0.21
H 0.173 1.399 -1.349 0.22
H -1.533 0.962 -1.050 0.22
H 0.425 -2.154 -0.140 0.23
H 0.839 -1.066 -1.474 0.21
H -0.864 -1.543 -1.203 0.22
H -1.436 0.315 1.586 0.47
H 1.180 0.254 2.039 0.30

=====

14
Properties=species:S:1:pos:R:3:nbo_charge:R:1 method="wB97M-V/def2-TZVPD" charge=0 de_lowest_kj_mol=240.8 fmax_ha_per_bohr=0.031 homo_ev=-9.83 smiles=O[C@H]1C[C@H]2C[C@H]21 spin_multiplicity=1 orbital_gap_ev=10.88 total_energy_ha=-270.4662
O -0.847 1.857 -0.144 -0.70
C -0.755 0.637 0.554 0.11
C -1.130 -0.616 -0.281 -0.43
C 0.317 -1.049 -0.194 -0.20
C 1.383 0.003 -0.456 -0.46
C 0.642 -0.008 0.835 -0.27
H -0.496 1.712 -1.033 0.46
H -1.328 0.776 1.470 0.19
H -1.573 -0.450 -1.270 0.20
H -1.764 -1.295 0.302 0.22
H 0.651 -2.078 -0.121 0.22
H 1.305 1.032 -0.767 0.22
H 2.375 -0.438 -0.531 0.23
H 1.126 -0.070 1.796 0.22

=====

> What is the charge in the second record?

0